1.
{"formula": "C20H55IN5O5", "method": "ωB97M-V with the def2-TZVPD basis set", "charge": -1, "de_lowest_kcal_mol": 115.9, "e_tot_ev": -47416.709, "lumo_energy_ev": 2.738, "elements": ["I", "O", "O", "O", "O", "O", "N", "N", "N", "N", "N", "C", "C", "C", "C", "C", "C", "C", "C", "C", "C", "C", "C", "C", "C", "C", "C", "C", "C", "C", "C", "H", "H", "H", "H", "H", "H", "H", "H", "H", "H", "H", "H", "H", "H", "H", "H", "H", "H", "H", "H", "H", "H", "H", "H", "H", "H", "H", "H", "H", "H", "H", "H", "H", "H", "H", "H", "H", "H", "H", "H", "H", "H", "H", "H", "H", "H", "H", "H", "H", "H", "H", "H", "H", "H", "H"], "xyz": [[-1.001, 0.078, 0.262], [0.763, -0.376, -5.271], [2.116, -3.560, -4.433], [4.372, -0.198, 3.568], [-5.774, -0.802, 1.131], [2.112, 2.472, 3.571], [0.389, 1.375, -3.025], [1.118, 3.132, 0.799], [2.045, -0.630, 1.908], [-3.642, 0.237, 2.849], [0.831, -1.847, -2.197], [2.144, -1.016, 3.316], [-5.155, 0.375, 0.849], [0.912, 3.217, 3.249], [-3.895, 2.440, 1.949], [5.611, -0.394, 4.200], [-0.298, 0.561, -5.275], [-4.629, 1.103, 2.168], [0.990, -0.852, -6.551], [-0.700, 0.919, -3.856], [3.590, -1.374, 3.711], [2.118, -4.483, -5.535], [-1.685, 2.082, -3.794], [0.941, 4.090, 1.942], [2.410, 2.413, 4.967], [-6.744, -1.233, 0.113], [1.457, -4.031, -3.189], [-0.378, 4.734, 1.685], [1.062, -3.564, -0.731], [1.066, -2.078, 3.477], [1.632, -3.013, -1.978], [2.895, 3.314, 5.344], [1.692, 4.880, 1.953], [-4.559, 3.209, 1.556], [-0.544, 5.402, 2.530], [0.401, 2.422, 0.757], [-6.257, -1.550, -0.809], [-0.012, -3.503, -0.554], [-2.596, 1.853, -4.348], [6.048, -1.285, 3.748], [-5.455, 1.215, 2.870], [-1.201, 0.161, -5.735], [0.024, 1.237, -2.093], [5.360, -0.449, 5.259], [2.431, -5.451, -5.145], [-0.031, -2.141, -2.634], [-0.326, 5.443, 0.860], [-4.493, 0.423, -0.016], [-2.028, 2.394, -2.807], [1.547, 2.291, 5.622], [1.916, -4.986, -2.931], [-3.455, 2.804, 2.877], [0.100, 2.493, 3.184], [2.674, -2.750, -1.800], [1.105, -4.572, -5.928], [2.667, -4.021, -6.356], [0.782, -2.311, 4.503], [0.516, 3.889, 4.010], [1.589, -0.128, -7.104], [6.425, 0.314, 4.044], [3.968, -2.185, 3.088], [-7.520, -0.474, 0.021], [-0.026, 1.494, -5.770], [-2.855, 0.206, 2.216], [0.716, 3.781, 0.137], [-1.171, 4.074, 1.332], [1.546, -3.016, 0.078], [1.294, -3.069, 3.085], [-3.241, 2.476, 1.078], [0.176, 2.354, -3.150], [1.734, -1.630, -6.377], [-5.979, 0.982, 0.473], [1.282, -4.627, -0.640], [3.135, 1.620, 5.146], [-1.349, 2.960, -4.345], [0.124, -1.750, 3.038], [3.586, -1.729, 4.742], [0.113, -1.274, -7.042], [0.425, -4.273, -3.444], [-1.205, 0.119, -3.314], [1.997, -0.060, 3.820], [1.064, -0.493, 1.711], [2.222, -1.487, 1.405], [-4.056, -0.683, 2.805], [0.350, -1.625, -1.337], [-7.321, -2.068, 0.511]], "mulliken_charge": [-0.407, -0.192, -0.246, -0.227, -0.348, -0.237, -0.605, -0.610, -0.445, -0.776, -0.182, 1.135, -0.531, -0.798, -1.316, -0.816, -1.077, 0.346, -0.655, 1.163, -0.883, -0.797, -1.900, 0.588, -0.703, -0.756, -0.872, -1.628, -1.130, -1.329, 0.370, 0.346, 0.330, 0.467, 0.434, 0.017, 0.269, 0.349, 0.458, 0.301, 0.308, 0.317, -0.035, 0.328, 0.343, 0.257, 0.461, 0.366, 0.330, 0.366, 0.424, 0.359, 0.326, 0.275, 0.316, 0.245, 0.404, 0.420, 0.314, 0.251, 0.386, 0.332, 0.256, 0.064, 0.271, 0.264, 0.038, 0.344, 0.164, 0.373, 0.084, 0.309, 0.445, 0.054, 0.513, 0.355, 0.398, 0.324, 0.389, 0.258, -0.367, -0.110, 0.094, 0.317, -0.310, 0.272]}



2.
{"formula": "C19H27F2N5OSSi", "method": "ωB97M-V with the def2-TZVPD basis set", "smiles": "CC[C@H](F)[Si@@H](F)CCSc1nnco1.c1cc[nH]c1.c1cc[nH]c1.c1cc[nH]c1", "e_tot_ev": -53783.610, "lumo_energy_ev": -0.147, "elements": ["S", "Si", "F", "F", "O", "N", "N", "N", "N", "N", "C", "C", "C", "C", "C", "C", "C", "C", "C", "C", "C", "C", "C", "C", "C", "C", "C", "C", "C", "H", "H", "H", "H", "H", "H", "H", "H", "H", "H", "H", "H", "H", "H", "H", "H", "H", "H", "H", "H", "H", "H", "H", "H", "H", "H", "H"], "xyz": [[3.304, -2.076, 2.331], [1.852, 0.632, 1.337], [1.480, 2.615, -0.493], [3.566, 0.878, 1.106], [1.640, -4.503, 2.735], [3.146, -5.944, 1.589], [3.723, -4.704, 1.567], [0.851, -6.522, -0.871], [1.243, 2.636, -3.374], [-4.142, 4.521, 1.259], [-1.132, -7.045, -1.716], [2.794, -3.836, 2.261], [-3.654, 5.589, 0.553], [0.070, 2.772, -4.066], [-4.708, 6.345, 2.389], [2.385, -1.156, 3.652], [-0.550, 2.346, 1.030], [2.287, 2.576, -4.256], [1.038, 2.323, 0.877], [1.774, 2.666, -5.528], [-1.320, 1.312, 0.041], [1.034, -6.708, -2.214], [-3.988, 6.734, 1.232], [1.908, -5.849, 2.303], [0.368, 2.791, -5.407], [-0.182, -7.032, -2.766], [-0.465, -6.730, -0.557], [1.407, 0.013, 3.089], [-4.790, 4.975, 2.377], [1.391, 0.911, 3.808], [1.175, -6.711, 2.498], [1.324, 2.588, -2.369], [1.574, -6.270, -0.214], [1.345, -0.388, 0.393], [-2.187, -7.262, -1.798], [-0.346, 2.885, -6.212], [-1.467, 0.333, 0.624], [-4.040, 3.555, 0.997], [0.329, -0.391, 3.068], [-5.121, 6.996, 3.145], [3.182, -0.604, 4.281], [-0.931, 2.199, 2.093], [-0.366, -7.237, -3.811], [-2.361, 1.725, -0.230], [-3.742, 7.742, 0.929], [-5.252, 4.284, 3.067], [-3.112, 5.441, -0.369], [-0.874, 2.842, -3.547], [-0.913, 3.396, 0.704], [1.824, -1.824, 4.398], [-0.813, -6.635, 0.460], [2.347, 2.646, -6.443], [-0.718, 1.135, -0.912], [2.010, -6.594, -2.661], [3.302, 2.473, -3.905], [1.502, 3.146, 1.525]], "nbo_charge": [0.303, 1.646, -0.406, -0.643, -0.427, -0.266, -0.275, -0.513, -0.511, -0.510, -0.296, 0.292, -0.085, -0.088, -0.307, -0.540, -0.459, -0.075, -0.213, -0.314, -0.631, -0.071, -0.292, 0.203, -0.299, -0.312, -0.091, -0.924, -0.080, 0.249, 0.239, 0.430, 0.422, -0.200, 0.218, 0.217, 0.209, 0.409, 0.253, 0.223, 0.244, 0.229, 0.221, 0.214, 0.222, 0.209, 0.211, 0.202, 0.225, 0.253, 0.199, 0.219, 0.232, 0.213, 0.210, 0.210]}



3.
{"formula": "C21H38N8PSSbSm", "method": "ωB97M-V with the def2-TZVPD basis set", "spin_multiplicity": 6, "charge": 3, "de_lowest_kcal_mol": 0.0, "e_tot_ev": -78857.468, "lumo_energy_ev": [-9.458, -8.602], "elements": ["Sm", "Sb", "S", "P", "N", "N", "N", "N", "N", "N", "N", "N", "C", "C", "C", "C", "C", "C", "C", "C", "C", "C", "C", "C", "C", "C", "C", "C", "C", "C", "C", "C", "C", "H", "H", "H", "H", "H", "H", "H", "H", "H", "H", "H", "H", "H", "H", "H", "H", "H", "H", "H", "H", "H", "H", "H", "H", "H", "H", "H", "H", "H", "H", "H", "H", "H", "H", "H", "H", "H", "H"], "xyz": [[-0.160, 0.812, -0.560], [-1.676, -1.566, 2.155], [-1.228, 3.470, -1.904], [2.231, -1.423, -0.969], [1.526, 0.376, 1.121], [3.558, 0.322, -2.808], [-0.515, -1.317, -1.510], [3.195, -0.988, 1.679], [0.334, -3.280, -2.091], [1.630, 1.117, -2.063], [-0.811, 2.776, 1.055], [-2.732, 1.134, -0.361], [3.451, 1.611, -3.339], [-3.118, -3.057, 1.516], [-1.528, -2.076, -2.191], [1.304, -4.323, -2.165], [-3.454, 1.836, -1.460], [-0.982, -3.271, -2.559], [-0.257, 4.111, 0.662], [-3.011, 3.261, -1.725], [4.621, -0.656, -3.087], [-0.195, -2.902, 3.049], [2.215, -0.704, 0.720], [-0.857, 4.699, -0.600], [2.052, 0.749, 2.363], [2.428, 0.045, -2.014], [2.268, 2.084, -2.879], [0.585, -2.079, -1.451], [-3.072, 1.680, 1.001], [-2.644, -1.037, 4.001], [-2.259, 2.879, 1.435], [3.088, -0.059, 2.719], [4.147, -2.040, 1.541], [-1.504, -4.066, -3.073], [-0.097, 5.335, -1.088], [-3.440, 3.518, -2.734], [4.937, -1.829, 0.792], [-2.808, -3.342, 0.497], [-2.631, 3.814, 1.034], [-2.506, -1.660, -2.378], [0.846, 4.014, 0.563], [2.243, -3.992, -2.689], [-0.286, 2.502, 1.901], [3.685, -0.056, 3.642], [0.649, -2.263, 3.436], [5.240, -0.757, -2.174], [-2.897, 0.858, 1.720], [-3.421, 3.964, -0.975], [-4.142, 1.979, 1.030], [3.621, -2.978, 1.222], [4.208, 2.105, -3.919], [-2.074, -0.357, 4.648], [-0.687, -3.344, 3.919], [-3.090, 0.166, -0.380], [1.625, 1.559, 2.905], [4.203, -1.585, -3.444], [-4.527, 1.897, -1.182], [-4.161, -2.699, 1.535], [-2.315, 2.994, 2.521], [-2.876, -1.984, 4.552], [-3.065, -3.896, 2.236], [5.240, -0.200, -3.876], [4.604, -2.253, 2.517], [-0.370, 4.790, 1.503], [1.782, 3.044, -3.081], [-3.339, 1.222, -2.371], [1.537, -4.667, -1.141], [-1.727, 5.329, -0.383], [-3.604, -0.511, 3.764], [0.824, -5.196, -2.676], [0.193, -3.639, 2.346]], "lowdin_spin": [5.066, -0.003, -0.008, -0.001, -0.011, 0.000, -0.014, 0.000, 0.001, -0.008, -0.008, -0.009, 0.000, -0.001, 0.000, 0.000, 0.000, 0.000, 0.000, 0.000, 0.000, -0.001, 0.000, 0.000, 0.000, 0.000, 0.000, 0.000, 0.000, -0.001, 0.000, 0.000, 0.000, 0.000, 0.000, 0.000, 0.000, 0.000, 0.000, 0.000, 0.000, 0.000, 0.000, 0.000, 0.000, 0.000, 0.000, 0.000, 0.000, 0.000, 0.000, 0.000, 0.000, 0.000, 0.000, 0.000, 0.000, 0.000, 0.000, 0.000, 0.000, 0.000, 0.000, 0.000, 0.000, 0.000, 0.000, 0.000, 0.000, 0.000, 0.000]}



4.
{"formula": "C33H40N5O7S3SeTi", "method": "ωB97M-V with the def2-TZVPD basis set", "charge": 1, "de_lowest_kcal_mol": 41.8, "e_tot_ev": -177616.911, "lumo_energy_ev": -4.330, "elements": ["Se", "Ti", "S", "S", "S", "O", "O", "O", "O", "O", "O", "O", "N", "N", "N", "N", "N", "C", "C", "C", "C", "C", "C", "C", "C", "C", "C", "C", "C", "C", "C", "C", "C", "C", "C", "C", "C", "C", "C", "C", "C", "C", "C", "C", "C", "C", "C", "C", "C", "C", "H", "H", "H", "H", "H", "H", "H", "H", "H", "H", "H", "H", "H", "H", "H", "H", "H", "H", "H", "H", "H", "H", "H", "H", "H", "H", "H", "H", "H", "H", "H", "H", "H", "H", "H", "H", "H", "H", "H", "H"], "xyz": [[-0.585, -4.859, 0.619], [-0.459, -0.215, -0.211], [1.952, -1.053, 1.567], [1.651, 2.245, 1.587], [2.915, 0.974, -1.150], [-0.478, 1.482, -0.854], [-1.792, 0.460, 1.281], [0.365, -1.038, -1.589], [3.418, -5.040, -0.944], [-5.407, 0.954, -4.846], [-1.987, 3.144, -1.018], [-6.670, -0.290, -3.392], [-3.056, 2.067, 2.281], [-3.922, -0.080, 1.862], [-2.226, -0.309, -1.286], [-0.762, -1.963, 0.583], [1.413, -4.114, -2.247], [2.256, -0.054, 3.068], [-0.290, -2.641, -3.273], [-5.676, 0.278, -3.850], [-0.506, -0.268, -3.660], [-1.118, -2.860, -4.392], [-4.071, -1.200, -2.478], [-1.599, -1.816, -5.143], [2.646, 1.413, 2.862], [5.275, -2.888, -3.272], [2.913, -2.708, -3.653], [2.912, 3.116, 0.620], [-0.083, -1.307, -2.825], [3.761, -4.166, -1.918], [-5.247, 0.126, 2.444], [3.724, -0.555, -0.608], [-3.786, -1.405, 1.271], [-1.247, -0.513, -4.799], [2.677, -3.598, -2.610], [-2.950, -1.359, -1.694], [-4.278, 2.770, 2.670], [-2.580, 0.933, -1.683], [-1.654, 1.999, -1.156], [-4.417, 0.075, -2.919], [3.838, 2.226, -0.195], [-1.856, 2.886, 2.384], [3.646, -0.905, 0.869], [4.209, -2.345, -3.972], [-0.658, -3.141, 0.577], [-3.639, 1.163, -2.526], [5.055, -3.806, -2.256], [-2.914, 0.816, 1.796], [0.203, -3.822, -2.626], [4.457, -5.706, -0.236], [3.962, -6.393, 0.443], [3.221, -1.313, -1.198], [4.394, 2.836, -0.906], [-5.659, -0.853, 2.676], [4.185, -0.169, 1.462], [5.101, -6.271, -0.913], [-2.771, -1.576, 0.951], [2.089, -2.322, -4.230], [3.691, 1.506, 2.571], [4.551, 1.702, 0.441], [-5.927, 0.611, 1.742], [-1.322, -3.883, -4.687], [-2.235, -2.006, -5.996], [4.770, -0.504, -0.907], [-1.591, 0.311, -5.410], [-0.505, -4.631, -2.487], [4.384, -1.649, -4.780], [-4.682, -2.049, -2.754], [3.484, 3.748, 1.299], [6.289, -2.613, -3.526], [-5.130, 2.500, 2.059], [-1.056, 2.299, 2.810], [-1.545, 3.269, 1.412], [1.497, -4.948, -1.667], [-2.616, -2.336, -1.364], [4.114, -1.877, 1.032], [-4.108, 3.832, 2.520], [-3.842, 2.163, -2.887], [-4.043, -2.152, 2.023], [-5.202, 0.684, 3.371], [-2.053, 3.723, 3.049], [2.317, 3.757, -0.032], [-0.248, 0.744, -3.378], [3.046, -0.558, 3.624], [5.899, -4.244, -1.742], [5.061, -4.997, 0.335], [-4.466, -1.515, 0.423], [-4.512, 2.617, 3.726], [1.328, -0.145, 3.633], [2.509, 1.952, 3.798]], "mulliken_charge": [-0.131, -0.344, 0.265, 0.220, 0.090, -0.500, -0.259, 0.317, -0.419, -0.682, -0.628, -0.678, 0.159, 0.235, 1.630, -1.065, 0.323, -1.132, 0.869, 0.114, -0.299, -1.070, -1.234, -1.116, -1.002, -0.835, -0.292, -1.026, 1.516, 1.389, -1.214, 0.547, 0.141, -0.612, -0.522, -0.358, -1.344, 1.193, -0.494, 0.068, -0.905, -1.152, -1.065, -0.839, 0.509, -0.874, -0.450, 0.664, -1.624, -0.992, 0.276, -1.127, 0.548, 0.351, 0.490, 0.408, -0.989, 0.552, 0.484, 0.362, 0.359, 0.536, 0.457, 0.803, 0.449, 0.689, 0.434, 0.598, 0.493, 0.435, 0.398, 0.294, 0.224, 0.406, 0.457, 0.494, 0.511, 0.733, 0.626, 0.427, 0.603, 0.391, 0.566, 0.522, 0.477, 0.373, 0.427, 0.341, 0.436, 0.593]}